Entry 1
Molecular formula: C7H9FN
Method: DFT, ωB97M-V/def2-TZVPD

ORCA input file:
```
! wB97M-V def2-TZVPD RIJCOSX def2/J DEFGRID3
* xyz 1 1
C 0.450 -0.024 1.647
C -0.577 0.857 1.502
C 1.453 -0.200 0.619
C -0.998 1.455 0.340
C 1.372 -0.076 -0.712
C -0.858 1.052 -0.911
C -0.005 -0.331 -1.304
N -0.565 -1.544 -0.629
F -1.124 1.671 -2.010
H 0.783 -0.434 2.583
H -0.876 1.431 2.346
H 2.359 -0.445 1.123
H -1.362 2.476 0.575
H 2.211 0.252 -1.345
H -0.026 -0.416 -2.371
H -0.614 -1.521 0.455
H -0.128 -2.512 -0.901
H -1.495 -1.692 -1.007
*
```

Calculated values
HOMO energy ... -12.96 eV
Gap between HOMO and LUMO ... 9.1 eV
LUMO ... -3.912 eV
SMILES ... [NH3+][C@@H]1C=CC=CC=C1F



Entry 2
Molecular formula: C7H9FN
Method: DFT, ωB97M-V/def2-TZVPD

ORCA input file:
```
! wB97M-V def2-TZVPD RIJCOSX def2/J DEFGRID3
* xyz 1 1
C 2.117 0.852 0.182
C 2.233 -0.508 -0.362
C 0.893 1.121 0.736
C 1.232 -1.442 -0.333
C -0.253 0.196 0.769
C -1.188 0.887 -0.353
C 0.075 -1.123 0.382
N -2.624 0.307 -0.326
F -0.876 -2.060 0.360
H 3.039 1.350 0.049
H 3.178 -0.623 -0.845
H 0.606 2.167 0.947
H 1.444 -2.345 -0.808
H -0.624 0.201 1.784
H -0.761 0.599 -1.260
H -2.441 -0.740 -0.209
H -2.959 0.501 -1.276
H -3.093 0.661 0.563
*
```

Calculated values
HOMO energy (alpha / beta) ... -11.71 / -11.71 eV
Gap between HOMO and LUMO (alpha / beta) ... 6.2 / 6.2 eV
LUMO (alpha / beta) ... -5.486 / -5.486 eV



Most stable structure - entry 1; separation to the second - 1.877 eV.



Entry 1
Molecular formula: C2H6N6
Method: DFT, ωB97M-V/def2-TZVPD

ORCA input file:
```
! wB97M-V def2-TZVPD RIJCOSX def2/J DEFGRID3
* xyz 0 1
C 0.029 -0.698 -0.306
C -1.922 0.294 0.278
H 2.599 -0.174 1.307
H 3.204 -0.408 -0.462
H -1.030 -2.605 -0.238
H -2.472 1.118 0.867
H 0.621 2.124 -0.026
H -0.306 1.930 -1.332
N 2.243 -0.170 0.212
N 1.267 -1.155 -0.019
N -1.143 -1.538 -0.356
N -2.188 -0.880 0.184
N -0.591 0.467 0.219
N -0.310 1.694 -0.327
*
```

Calculated values
HOMO energy ... -8.07 eV
Gap between HOMO and LUMO ... 8.8 eV
LUMO ... 0.687 eV
SMILES ... N/N=c1/[nH]ncn1N



Entry 2
Molecular formula: C2H6N6
Method: DFT, ωB97M-V/def2-TZVPD

ORCA input file:
```
! wB97M-V def2-TZVPD RIJCOSX def2/J DEFGRID3
* xyz 0 1
C 1.314 -0.314 -1.534
C -1.923 -0.296 -0.037
H 1.373 -0.470 -2.600
H 2.263 1.621 -1.260
H -1.639 0.002 2.313
H -0.040 0.035 2.078
H -2.209 -0.135 -1.067
H -2.330 -1.144 0.477
N 0.815 -1.137 -0.675
N 0.962 -0.549 0.482
N 1.599 0.585 0.416
N 1.832 0.758 -0.920
N -0.892 0.522 1.858
N -1.124 0.521 0.467
*
```

Calculated values
HOMO energy ... -8.62 eV
Gap between HOMO and LUMO ... 9.4 eV
LUMO ... 0.773 eV
SMILES ... c1nnn[nH]1.C=NN



Most stable structure - entry 2; separation to the second - 1.759 eV.



Entry 1
Molecular formula: C31H18MnN5O8
Method: DFT, ωB97M-V/def2-TZVPD

ORCA input file:
```
! wB97M-V def2-TZVPD RIJCOSX def2/J DEFGRID3
* xyz -1 6
Mn 0.068 -0.122 -0.668
O -0.921 6.230 -3.285
C 0.202 5.757 -3.024
O 1.336 6.250 -3.133
C 0.168 4.319 -2.475
C -1.035 3.651 -2.298
C -1.030 2.357 -1.812
N 0.119 1.734 -1.507
C 1.291 2.365 -1.675
C 1.347 3.658 -2.156
C 2.490 1.558 -1.329
C 3.793 2.025 -1.451
C 4.835 1.177 -1.124
C 4.560 -0.110 -0.685
C 3.236 -0.497 -0.584
N 2.236 0.319 -0.899
C -2.254 1.543 -1.610
C -3.534 2.005 -1.881
C -4.604 1.153 -1.668
C -4.375 -0.131 -1.202
C -3.068 -0.514 -0.955
N -2.044 0.306 -1.154
H -1.941 4.178 -2.556
H 2.275 4.191 -2.305
H 3.984 3.031 -1.796
H 5.858 1.519 -1.210
H 5.349 -0.799 -0.421
H 2.950 -1.484 -0.239
H -3.689 3.010 -2.243
H -5.613 1.493 -1.866
H -5.186 -0.824 -1.026
H -2.820 -1.501 -0.580
O -0.135 -3.211 1.765
C -0.050 -3.151 0.541
N 0.010 -1.985 -0.220
C 0.101 -2.285 -1.556
O 0.163 -1.199 -2.301
C 0.102 -3.679 -1.759
C 0.172 -4.522 -2.885
C 0.147 -5.880 -2.684
C 0.054 -6.434 -1.384
C -0.014 -5.617 -0.272
C 0.009 -4.238 -0.449
H 0.242 -4.106 -3.882
H 0.198 -6.547 -3.537
H 0.038 -7.510 -1.267
H -0.084 -6.029 0.727
O -1.645 1.831 1.322
C -0.750 1.146 1.787
O 0.166 0.518 1.116
C -0.625 0.960 3.279
C -1.365 1.777 4.125
C -1.286 1.624 5.501
C -0.469 0.645 6.043
C 0.259 -0.156 5.180
C 0.199 -0.028 3.805
N 1.149 -1.178 5.762
O 1.004 -1.446 6.942
O 1.922 -1.744 5.020
H -2.003 2.528 3.677
H -1.860 2.267 6.155
H -0.385 0.494 7.109
H 0.752 -0.692 3.157
*
```

Calculated values
HOMO energy (alpha / beta) ... -3.31 / -6.04 eV
Gap between HOMO and LUMO (alpha / beta) ... 4.8 / 7.3 eV
LUMO (alpha / beta) ... 1.441 / 1.279 eV



Entry 2
Molecular formula: C31H18MnN5O8
Method: DFT, ωB97M-V/def2-TZVPD

ORCA input file:
```
! wB97M-V def2-TZVPD RIJCOSX def2/J DEFGRID3
* xyz -1 6
Mn 0.235 -0.648 0.388
O -4.921 4.233 -0.424
C -5.112 3.059 -0.067
O -6.153 2.441 0.219
C -3.817 2.210 0.057
C -3.877 0.895 0.497
C -2.708 0.167 0.624
N -1.514 0.694 0.329
C -1.439 1.975 -0.041
C -2.570 2.757 -0.205
C -0.061 2.524 -0.130
C 0.248 3.638 -0.903
C 1.541 4.123 -0.873
C 2.478 3.497 -0.062
C 2.084 2.384 0.656
N 0.846 1.894 0.618
C -2.669 -1.215 1.174
C -3.803 -2.012 1.269
C -3.682 -3.282 1.802
C -2.438 -3.728 2.219
C -1.358 -2.878 2.074
N -1.471 -1.648 1.579
H -4.852 0.504 0.754
H -2.523 3.800 -0.488
H -0.504 4.082 -1.538
H 1.818 4.973 -1.481
H 3.499 3.849 -0.003
H 2.789 1.847 1.282
H -4.756 -1.647 0.914
H -4.551 -3.924 1.877
H -2.298 -4.720 2.623
H -0.358 -3.192 2.344
O 2.199 -1.057 1.339
C 2.825 -0.725 0.309
N 2.197 -0.303 -0.794
C 3.140 0.093 -1.726
O 2.931 0.586 -2.811
C 4.511 -0.164 -1.132
C 5.778 0.041 -1.631
C 6.852 -0.295 -0.807
C 6.647 -0.811 0.469
C 5.359 -1.010 0.965
C 4.309 -0.677 0.138
H 5.924 0.446 -2.623
H 7.865 -0.151 -1.162
H 7.503 -1.061 1.083
H 5.188 -1.409 1.956
O -0.188 -4.208 -1.883
C -0.079 -2.991 -1.799
O -0.111 -2.312 -0.715
C 0.158 -2.201 -3.078
C 0.557 -2.878 -4.226
C 0.839 -2.191 -5.398
C 0.721 -0.811 -5.443
C 0.299 -0.158 -4.300
C 0.014 -0.824 -3.125
N 0.180 1.307 -4.323
O 0.581 1.895 -5.309
O -0.307 1.854 -3.353
H 0.646 -3.955 -4.168
H 1.161 -2.730 -6.280
H 0.950 -0.242 -6.331
H -0.302 -0.259 -2.263
*
```

Calculated values
HOMO energy (alpha / beta) ... -5.76 / -5.76 eV
Gap between HOMO and LUMO (alpha / beta) ... 7.7 / 7.6 eV
LUMO (alpha / beta) ... 1.925 / 1.801 eV



Entry 3
Molecular formula: C31H18MnN5O8
Method: DFT, ωB97M-V/def2-TZVPD

ORCA input file:
```
! wB97M-V def2-TZVPD RIJCOSX def2/J DEFGRID3
* xyz -1 6
Mn -0.059 0.366 -0.587
O -1.141 -0.269 6.139
C -0.133 -0.389 5.485
O 1.062 -0.678 5.974
C 0.024 -0.270 4.012
C -1.193 0.063 3.358
C -1.192 0.136 1.989
N -0.074 -0.138 1.257
C 1.136 -0.276 1.881
C 1.205 -0.368 3.255
C 2.262 -0.270 0.949
C 3.595 -0.512 1.299
C 4.560 -0.482 0.317
C 4.205 -0.203 -1.004
C 2.877 0.035 -1.288
N 1.938 -0.009 -0.345
C -2.321 0.550 1.141
C -3.621 0.763 1.602
C -4.585 1.161 0.699
C -4.254 1.333 -0.642
C -2.953 1.100 -1.037
N -2.018 0.727 -0.167
H -2.063 0.284 3.957
H 2.164 -0.487 3.742
H 3.858 -0.725 2.324
H 5.591 -0.675 0.575
H 4.940 -0.171 -1.794
H 2.516 0.279 -2.280
H -3.859 0.620 2.644
H -5.595 1.341 1.041
H -4.990 1.637 -1.371
H -2.611 1.208 -2.059
O 0.423 3.417 1.724
C 0.350 3.378 0.499
N 0.295 2.224 -0.271
C 0.179 2.518 -1.597
O 0.023 1.461 -2.330
C 0.190 3.928 -1.788
C 0.103 4.780 -2.898
C 0.150 6.137 -2.695
C 0.282 6.682 -1.397
C 0.360 5.855 -0.297
C 0.310 4.478 -0.478
H 0.003 4.372 -3.896
H 0.084 6.807 -3.543
H 0.318 7.757 -1.275
H 0.456 6.257 0.705
O -2.468 -1.983 -1.279
C -1.275 -2.259 -1.288
O -0.290 -1.432 -1.253
C -0.848 -3.718 -1.343
C -1.817 -4.713 -1.425
C -1.464 -6.054 -1.460
C -0.129 -6.425 -1.412
C 0.819 -5.412 -1.334
C 0.498 -4.067 -1.297
N 2.240 -5.795 -1.281
O 2.510 -6.980 -1.265
O 3.070 -4.912 -1.252
H -2.853 -4.404 -1.459
H -2.230 -6.816 -1.521
H 0.182 -7.456 -1.431
H 1.255 -3.301 -1.231
*
```

Calculated values
HOMO energy (alpha / beta) ... -2.40 / -5.62 eV
Gap between HOMO and LUMO (alpha / beta) ... 3.9 / 5.3 eV
LUMO (alpha / beta) ... 1.540 / -0.293 eV



Most stable structure - entry 2; separation to the second - 1.558 eV.



Entry 1
Molecular formula: C21H33NO4
Method: DFT, ωB97M-V/def2-TZVPD

ORCA input file:
```
! wB97M-V def2-TZVPD RIJCOSX def2/J DEFGRID3
* xyz 0 1
C 1.145 7.629 1.264
H 1.029 8.589 1.183
C 0.104 6.705 0.611
C 0.409 5.337 0.480
C 0.519 4.703 1.757
C 0.450 3.276 1.704
C 0.311 2.667 3.023
C 0.737 0.973 3.120
C -0.451 0.281 2.461
C -0.421 -1.281 2.438
C 0.729 -1.873 2.017
H 0.817 -2.912 2.052
H 1.854 -1.531 2.213
C 0.884 -1.499 0.411
C -0.190 -1.701 -0.429
O -1.024 -0.681 -1.030
N -0.717 -2.935 -0.670
H -0.213 -3.625 -0.114
C -1.891 -3.600 -1.087
C -2.151 -4.888 -0.809
O -1.118 -5.524 -0.173
O -3.308 -5.354 -1.217
H -3.286 -6.429 -0.996
H -2.967 -2.859 -0.731
C -1.728 -3.296 -2.496
O -2.443 -2.012 -2.986
H -1.925 -1.221 -2.566
C -0.526 -3.507 -3.097
C -0.101 -4.596 -3.367
C 1.215 -4.937 -3.844
C 2.106 -3.931 -4.012
C 1.740 -2.570 -4.006
C 0.281 -2.384 -3.566
H 0.003 -1.277 -3.622
H 2.258 -1.689 -4.342
H 3.000 -4.151 -4.304
H 1.800 -6.015 -3.825
H -0.910 -5.486 -3.128
H -2.620 -3.895 -3.126
H 1.085 -0.318 0.411
H 1.616 -2.044 -0.245
H -0.663 -1.397 3.611
H -1.336 -1.582 2.032
H -0.591 0.652 1.237
H -1.406 0.628 2.997
H 1.563 0.666 2.408
H 0.724 0.575 3.941
H 1.191 2.873 3.578
H -0.475 2.632 3.708
H 1.365 3.055 1.384
H -0.308 2.747 1.182
H -0.595 4.885 2.411
H 1.175 4.867 2.529
H 1.281 5.193 -0.053
H -0.476 4.872 -0.258
H -0.197 7.245 -0.411
H -0.740 7.097 1.063
H 1.246 7.456 2.377
H 2.142 7.400 0.908
*
```

Calculated values
HOMO energy ... -8.75 eV
Gap between HOMO and LUMO ... 8.9 eV
LUMO ... 0.172 eV



Entry 2
Molecular formula: C21H33NO4
Method: DFT, ωB97M-V/def2-TZVPD

ORCA input file:
```
! wB97M-V def2-TZVPD RIJCOSX def2/J DEFGRID3
* xyz 0 1
C 5.835 -1.248 -5.707
H 5.041 -0.553 -6.038
C 5.964 -1.224 -4.075
C 4.705 -1.478 -3.431
C 3.551 -0.487 -3.762
C 2.447 -0.594 -2.916
C 2.670 -0.335 -1.448
C 1.291 -0.799 -0.570
C 1.489 -0.615 0.926
C 0.074 -0.646 1.667
C 0.461 -0.541 3.318
H 0.812 0.350 3.416
H 0.857 -1.307 3.415
C -0.988 -0.632 4.014
C -1.966 0.424 3.649
O -1.443 1.806 3.623
N -3.329 0.332 3.391
H -3.512 -0.644 3.426
C -4.340 1.131 3.500
C -5.513 0.523 3.297
O -5.661 -0.867 3.293
O -6.466 1.320 3.149
H -7.390 0.716 3.182
H -4.234 1.970 4.281
C -4.069 1.938 2.291
O -3.472 3.338 2.699
H -2.680 3.071 2.880
C -3.379 1.484 1.135
C -2.310 2.291 0.269
C -1.821 1.701 -0.782
C -2.195 0.319 -1.156
C -3.295 -0.376 -0.650
C -3.865 0.335 0.560
H -4.743 -0.188 0.875
H -3.628 -1.198 -1.032
H -1.684 -0.063 -1.924
H -1.055 1.975 -1.274
H -1.960 3.397 0.740
H -5.044 2.571 1.903
H -1.341 -1.534 3.675
H -0.904 -0.502 5.005
H -0.351 0.284 1.317
H -0.233 -1.616 1.373
H 1.851 0.528 1.018
H 2.262 -1.358 1.300
H 0.422 0.099 -0.885
H 0.772 -1.580 -0.811
H 3.156 -1.159 -0.984
H 3.034 0.362 -1.011
H 2.226 -1.653 -3.062
H 1.660 -0.001 -3.093
H 3.434 -0.384 -4.632
H 3.982 0.502 -3.176
H 4.973 -1.404 -2.397
H 4.263 -2.289 -3.703
H 6.495 -0.019 -3.886
H 6.779 -1.973 -3.992
H 6.884 -1.184 -6.298
H 5.483 -2.316 -5.893
*
```

Calculated values
HOMO energy ... -8.72 eV
Gap between HOMO and LUMO ... 8.9 eV
LUMO ... 0.217 eV
SMILES ... CCCCCCCCCCCC(=O)N[C@H](C(=O)O)[C@@H](O)c1ccccc1



Most stable structure - entry 1; separation to the second - 2.151 eV.